This record from OMol25 describes the molecule CH3FNOPS in a non-equilibrium geometry. The level of theory is the ωB97M-V functional and the def2-TZVPD basis.

Its SMILES is [H]/N=C(\P)OSF. As for the energy above the lowest of the compared OMol25 structures with the same formula, charge and spin: 1.437 eV.

Each line ends with the Löwdin charge.
Cartesian coordinates (Å):
H  0.9185  -1.3793  1.1910  0.06
N  -0.0497  -0.9932  1.0044  0.09
C  -0.0219  0.0376  0.2691  -0.84
P  1.5305  1.1492  0.0127  0.87
O  -0.9907  0.6475  -0.3206  -0.49
S  -2.5981  0.4285  -0.0978  0.99
F  -2.8471  -0.8512  -1.0211  -0.43
H  2.4331  0.0910  0.2619  -0.12
H  1.6253  0.8699  -1.2995  -0.15

Forces on atoms 1 to 3 (eV/Å):
-1.59 1.02 -0.03
0.44 -0.40 -0.77
4.49 -1.46 2.27

=====

This record from OMol25 describes a cluster of 3 separate species, C4H11O2S in total in a non-equilibrium geometry. The level of theory is the ωB97M-V functional and the def2-TZVPD basis.

As for the expectation value of S²: 0.755. Its spin multiplicity is 2. As for the energy above the lowest of the compared OMol25 structures with the same formula, charge and spin: 4.176 eV.

Each line ends with the Löwdin charge.
Cartesian coordinates (Å):
C  1.0230  1.3921  -1.0358  -0.27
O  1.3562  0.3994  -1.8983  0.04
C  0.1172  1.0687  0.2339  -0.20
C  -1.0987  0.2429  0.0163  -0.29
C  -1.4533  -0.4572  1.4027  -0.75
S  -3.0291  -1.3503  1.3034  0.61
H  0.3999  2.1415  -1.6560  0.15
H  1.8380  2.0175  -0.5666  0.16
H  0.8088  0.5224  0.9330  0.12
H  -0.0841  1.9092  0.8892  0.11
H  -2.1061  0.6019  -0.1779  0.08
H  -0.9296  -0.6518  -0.6089  0.09
H  -1.5325  0.2372  2.2556  0.06
H  -0.6455  -1.1241  1.7265  0.04
H  -1.5781  -2.3802  0.5269  0.16
H  2.0160  -0.9012  -1.5462  -0.03
H  2.5623  -1.8029  -0.4257  0.02
O  2.3358  -1.8651  -1.3719  -0.12

Forces on atoms 1 to 3 (eV/Å):
-3.01 2.47 0.34
0.17 1.16 0.70
2.32 -0.94 0.11

=====

This record from OMol25 describes a cluster of 4 separate species, C22H41N4O7PS3 in total in a non-equilibrium geometry. The level of theory is the ωB97M-V functional and the def2-TZVPD basis.

Its SMILES is CP(C)[C@](C#N)(CN)[C@H](C#N)CCC(N)=O.O=S1(=O)CCCC1.O=S1(=O)CCCC1.O=S1(=O)CCCC1. Its total energy is -85557.5793 eV.

Each line ends with the Löwdin charge.
Cartesian coordinates (Å):
C  -1.5803  -0.1014  -2.7819  -0.30
P  0.2894  -0.3955  -2.5375  0.89
C  1.0165  -0.3945  -4.3299  -0.32
C  1.1623  1.0684  -1.6590  -0.52
C  1.4290  2.2114  -2.8521  -0.14
N  1.6570  3.3374  -3.4936  0.10
C  2.6971  0.5181  -1.2870  -0.27
N  2.7304  -0.4332  -0.1150  -0.01
C  0.3460  1.6550  -0.3673  -0.24
C  -0.2970  0.4722  0.6170  -0.09
N  -0.5420  -0.5376  1.4263  0.12
C  -0.8907  2.6702  -0.7140  -0.17
C  -0.7612  4.1311  0.0685  -0.11
C  0.4503  5.0798  -0.4955  -0.31
N  1.9302  4.9134  -0.2326  0.08
O  0.0772  6.1530  -1.2401  -0.09
H  -1.9323  1.0112  -2.6984  0.01
H  -1.8714  -0.4731  -3.8760  0.07
H  -2.1428  -0.8080  -2.0084  0.06
H  0.7320  -1.3664  -4.9236  0.06
H  2.1683  -0.1677  -4.3170  0.05
H  0.5033  0.5314  -4.8780  0.05
H  3.0535  -0.0895  -2.2507  0.11
H  3.3593  1.4872  -1.1515  0.13
H  2.7542  0.1608  0.7480  0.08
H  1.9036  -1.0699  -0.1357  0.05
H  1.1235  2.2528  0.3110  0.13
H  -1.8965  2.1879  -0.2867  0.14
H  -1.0880  2.8574  -1.8512  0.08
H  -0.6937  4.0165  1.2439  0.13
H  -1.7914  4.6878  -0.1407  0.13
H  2.4892  4.7951  -1.1142  0.09
H  2.1432  4.1725  0.4707  0.07
O  3.2205  -1.5916  4.0845  -0.32
S  2.2817  -2.4748  4.7440  0.68
O  2.3252  -3.9142  4.5809  -0.33
C  2.2764  -2.0945  6.4850  -0.24
C  1.2237  -1.0054  6.6283  -0.23
C  0.0514  -1.4448  5.7524  -0.21
C  0.6252  -1.8951  4.4100  -0.23
H  3.2710  -1.7749  6.8007  0.11
H  1.9824  -2.9999  7.0243  0.11
H  0.9234  -0.8716  7.6716  0.12
H  1.6197  -0.0500  6.2639  0.12
H  -0.4677  -2.2837  6.2318  0.12
H  -0.6785  -0.6401  5.6198  0.12
H  0.0376  -2.7065  3.9732  0.08
H  0.6933  -1.0626  3.7044  0.08
O  0.5130  -4.1036  1.5718  -0.33
S  0.2734  -5.2728  2.3914  0.66
O  -0.4088  -5.1985  3.6679  -0.33
C  -0.5209  -6.5126  1.3877  -0.24
C  0.6315  -7.2877  0.7664  -0.23
C  1.6485  -7.4884  1.8889  -0.22
C  1.8175  -6.1468  2.5999  -0.24
H  -1.1671  -6.0370  0.6479  0.11
H  -1.1128  -7.1509  2.0505  0.11
H  0.2953  -8.2408  0.3477  0.12
H  1.0846  -6.7027  -0.0428  0.12
H  1.2683  -8.2355  2.5962  0.12
H  2.6059  -7.8560  1.5066  0.12
H  2.0189  -6.2791  3.6660  0.10
H  2.6101  -5.5484  2.1424  0.11
O  -3.9451  2.5854  -5.3845  -0.32
S  -3.6312  3.2577  -4.1412  0.67
O  -3.6358  2.5703  -2.8653  -0.35
C  -2.0730  4.1008  -4.3331  -0.24
C  -2.4513  5.4691  -4.8802  -0.21
C  -3.6741  5.9122  -4.0783  -0.22
C  -4.6381  4.7284  -4.0203  -0.23
H  -1.4221  3.5355  -5.0023  0.11
H  -1.6143  4.1854  -3.3434  0.08
H  -1.6257  6.1809  -4.7884  0.12
H  -2.7143  5.3897  -5.9417  0.12
H  -3.3644  6.1858  -3.0623  0.12
H  -4.1532  6.7901  -4.5228  0.12
H  -5.1966  4.7100  -3.0810  0.11
H  -5.3314  4.7350  -4.8659  0.11

Forces on atoms 1 to 3 (eV/Å):
-0.99 0.06 -0.58
-0.04 -1.27 -0.32
-0.46 1.77 -0.84

=====

This record from OMol25 describes a cluster of 2 separate species, C31H52BrClNO6PS in total in a non-equilibrium geometry. The level of theory is the ωB97M-V functional and the def2-TZVPD basis.

Its total energy is -149450.9438 eV.

Each line ends with the Löwdin charge.
Cartesian coordinates (Å):
C  1.7889  1.7087  1.3152  -0.14
C  1.4418  3.1841  1.7897  -0.20
C  0.7896  4.1169  0.7109  -0.49
P  1.7000  4.5863  -0.8831  0.59
O  2.5722  6.0274  -0.5857  -0.36
Cl  3.2697  3.2193  -1.2864  0.22
C  0.7659  5.5284  1.4622  -0.47
O  1.3654  5.8809  2.4396  0.11
N  -0.1147  6.3784  0.7012  0.09
C  -1.1429  5.4451  0.1208  -0.30
C  -1.8627  5.9338  -1.1877  -0.10
C  -1.8542  7.5066  -1.3784  -0.35
C  -3.3103  7.9912  -1.8158  -0.06
O  -0.8428  7.7794  -2.3577  -0.15
C  -1.0086  9.0412  -3.0045  -0.18
C  0.3519  9.4985  -3.6476  -0.16
C  0.4815  10.9008  -4.0479  -0.05
C  1.7008  11.4386  -4.6390  -0.08
C  2.8160  10.5084  -4.8061  -0.10
C  2.7102  9.1125  -4.4295  -0.08
C  1.4772  8.5942  -3.8300  -0.02
C  -0.7256  3.8927  0.2402  -0.58
Br  -0.4763  2.9198  -1.5121  0.78
C  -1.7877  3.3226  1.2424  -0.17
C  -1.8350  1.7553  1.4005  -0.19
C  -2.6677  0.9854  0.2878  -0.21
C  -1.7288  -0.0809  -0.4011  -0.27
C  -1.7086  -1.5004  0.2933  -0.19
C  -1.1824  -2.5404  -0.8058  -0.21
C  -0.2716  -3.6864  -0.2059  -0.19
C  -1.0852  -5.0672  -0.3075  -0.20
C  -0.4099  -6.0855  -1.3273  -0.17
C  0.6764  -6.9248  -0.5394  -0.24
O  -0.0539  -7.8273  0.3103  -0.22
C  0.7562  -8.9462  0.7154  -0.11
H  1.4951  0.9706  2.1142  0.08
H  2.9059  1.6300  1.2421  0.06
H  1.2758  1.4724  0.3531  0.03
H  2.3717  3.6060  2.2556  0.12
H  0.7112  3.0786  2.6457  0.11
H  1.9417  6.7119  -0.8932  0.03
H  -0.5923  7.0416  1.3192  0.14
H  -1.9641  5.5609  0.8899  0.13
H  -1.4236  5.5146  -2.1322  0.09
H  -2.9289  5.5698  -1.1671  0.12
H  -1.6307  8.0690  -0.4316  0.14
H  -4.0479  7.5436  -1.0901  0.09
H  -3.5565  7.7145  -2.8687  0.09
H  -3.4195  9.1040  -1.6775  0.08
H  -1.3159  9.8316  -2.2736  0.13
H  -1.7458  8.9412  -3.8477  0.14
H  -0.3992  11.5684  -3.8661  0.11
H  1.7829  12.5147  -4.9256  0.10
H  3.7571  10.9244  -5.2328  0.09
H  3.5939  8.4561  -4.6086  0.10
H  1.4111  7.5278  -3.5104  0.10
H  -2.8369  3.6447  0.9847  0.13
H  -1.5434  3.7622  2.2501  0.13
H  -0.8406  1.2545  1.4813  0.08
H  -2.3623  1.5562  2.3801  0.12
H  -3.0455  1.6704  -0.5140  0.09
H  -3.5251  0.4432  0.7638  0.10
H  -0.6588  0.2716  -0.4287  0.06
H  -2.0010  -0.2547  -1.4840  0.11
H  -0.8966  -1.4917  1.0770  0.10
H  -2.6938  -1.8097  0.7191  0.11
H  -2.0310  -2.9054  -1.4361  0.11
H  -0.5213  -1.9341  -1.4938  0.10
H  0.6319  -3.8169  -0.8625  0.10
H  0.0772  -3.4993  0.8375  0.10
H  -1.1169  -5.4933  0.7315  0.11
H  -2.1452  -4.9085  -0.6351  0.10
H  0.1221  -5.5505  -2.1617  0.11
H  -1.2008  -6.7545  -1.7671  0.11
H  1.2631  -6.2037  0.0944  0.13
H  1.3503  -7.4762  -1.2504  0.12
H  1.8042  -8.8861  0.3088  0.09
H  0.2360  -9.8855  0.3987  0.08
H  0.8439  -8.9818  1.8399  0.08
C  1.0578  -12.5534  4.9378  -0.22
C  1.7463  -13.8039  4.3822  -0.22
C  1.5970  -13.7713  2.8580  -0.22
S  1.4780  -12.0413  2.4034  0.65
O  0.1631  -11.7988  1.8646  -0.32
O  2.6782  -11.6464  1.7076  -0.32
C  1.5357  -11.3962  4.0683  -0.23
H  1.3000  -12.3908  5.9887  0.12
H  -0.0273  -12.6613  4.8535  0.12
H  2.8066  -13.7841  4.6488  0.12
H  1.3214  -14.7178  4.7994  0.11
H  2.4566  -14.2159  2.3591  0.10
H  0.6821  -14.2676  2.5348  0.11
H  0.9054  -10.5117  4.1450  0.11
H  2.5728  -11.1395  4.2898  0.11

Forces on atoms 1 to 3 (eV/Å):
0.29 0.36 0.61
-0.37 -1.59 0.28
0.90 0.53 2.75

=====

This record from OMol25 describes the ion C8H17Br2ClNO3P2 with charge +1 in a non-equilibrium geometry. The level of theory is the ωB97M-V functional and the def2-TZVPD basis.

As for the total charge: +1. Its total energy is -187383.7292 eV.

Each line ends with the Löwdin charge.
Cartesian coordinates (Å):
C  -2.0451  -2.5318  -2.0076  -0.08
C  -1.0705  -1.8861  -0.9969  -0.31
C  -0.1960  -0.8464  -1.6737  -0.88
Br  1.0082  -1.6151  -2.9685  0.80
P  0.6417  0.2578  -0.4694  0.83
C  1.5331  -0.6979  0.7963  -0.29
C  2.5616  -1.6651  0.2527  -0.84
O  3.2411  -1.5155  -0.7354  0.00
Cl  2.7183  -3.0952  1.2779  0.74
C  -0.7007  1.2574  0.2454  -0.25
C  -1.1024  0.9878  1.7097  -0.41
O  -2.5226  0.8214  1.7231  -0.01
C  -0.7965  2.1875  2.5823  -0.22
N  0.6228  2.5480  2.6476  0.04
P  1.9363  1.8412  -1.4509  0.46
O  3.2175  1.0431  -1.9816  -0.40
Br  0.6897  2.1115  -3.2687  0.37
H  -3.0654  -2.4735  -1.6587  0.08
H  -1.7850  -3.5609  -2.2052  0.08
H  -2.0017  -2.0121  -2.9579  0.07
H  -0.4685  -2.6677  -0.5503  0.11
H  -1.6755  -1.3966  -0.2395  0.10
H  -0.8425  -0.1685  -2.2197  0.04
H  2.0387  -0.0138  1.4725  0.11
H  0.8296  -1.2521  1.4047  0.07
H  -1.5694  1.0941  -0.3798  0.11
H  -0.4117  2.2981  0.1327  0.08
H  -0.6690  0.0837  2.1250  0.13
H  -2.7352  -0.0528  2.0374  0.10
H  -1.1824  2.0052  3.5766  0.12
H  -1.3477  3.0202  2.1601  0.13
H  1.2414  1.8233  2.3287  0.04
H  0.8174  3.4003  2.1543  0.07
H  3.0905  0.6705  -2.8630  0.03

Forces on atoms 1 to 3 (eV/Å):
0.33 0.25 -0.01
-0.46 -0.39 -0.63
0.03 0.00 0.55